# 1
This record from the OMol25 dataset describes a 5-piece molecular cluster, C29H68BrN2O8S overall at a distorted geometry. The level of theory is ωB97M-V/def2-TZVPD.

## Properties
LUMO: -2.2 eV
maximum force: 1.16 eV Å⁻¹
highest occupied orbital energy: -11.106 eV
molar mass: 684.8 g mol⁻¹

```
! wB97M-V def2-TZVPD RIJCOSX def2/J DEFGRID3
* xyz 1 1
C 1.281 -4.056 2.937
C 1.017 -4.291 1.463
C 1.540 -3.144 0.600
N 1.039 -1.860 1.115
C 2.116 -0.993 1.559
C 1.648 0.312 2.164
N 0.536 1.022 1.390
C -0.081 2.009 2.331
C -1.360 2.705 1.822
C -2.601 2.506 2.704
O -3.150 3.750 3.110
C 1.182 1.668 0.181
C 1.399 3.167 0.215
C 2.559 3.612 1.097
S 4.105 3.267 0.276
O 4.639 2.127 0.928
O 3.921 3.181 -1.124
O 5.051 4.496 0.594
C -0.443 0.009 0.882
Br -1.522 -0.758 2.300
C 0.245 -1.129 0.154
H 0.692 -3.230 3.305
H 1.036 -4.925 3.532
H 2.335 -3.827 3.067
H -0.059 -4.338 1.308
H 1.420 -5.242 1.136
H 1.154 -3.297 -0.399
H 2.627 -3.171 0.597
H 2.706 -1.532 2.287
H 2.802 -0.779 0.726
H 2.498 0.979 2.160
H 1.357 0.170 3.196
H 0.656 2.730 2.639
H -0.343 1.491 3.239
H -1.545 2.492 0.777
H -1.152 3.767 1.868
H -2.382 1.917 3.592
H -3.360 1.971 2.148
H -2.694 4.032 3.919
H 2.137 1.206 -0.021
H 0.584 1.452 -0.693
H 0.527 3.768 0.438
H 1.688 3.434 -0.794
H 2.610 3.121 2.056
H 2.447 4.679 1.268
H 4.549 5.226 0.997
H -1.141 0.465 0.202
H 0.800 -0.786 -0.725
H -0.555 -1.771 -0.184
C -2.255 -3.012 -4.116
C -2.365 -1.875 -3.120
O -1.114 -1.312 -2.737
C -0.336 -0.755 -3.785
C -1.017 0.380 -4.528
H -1.624 -3.809 -3.718
H -3.241 -3.421 -4.334
H -1.821 -2.687 -5.062
H -2.811 -2.245 -2.196
H -3.032 -1.093 -3.497
H -0.020 -1.538 -4.481
H 0.572 -0.380 -3.307
H -1.926 0.052 -5.033
H -0.347 0.789 -5.283
H -1.293 1.181 -3.838
C 2.818 -3.952 8.270
C 2.999 -4.616 6.916
O 3.067 -3.706 5.830
C 4.123 -2.765 5.869
C 5.510 -3.385 5.891
H 1.918 -3.336 8.276
H 2.727 -4.709 9.049
H 3.661 -3.311 8.529
H 2.137 -5.250 6.707
H 3.876 -5.271 6.921
H 3.994 -2.079 6.714
H 4.011 -2.167 4.962
H 5.675 -3.986 6.785
H 6.270 -2.604 5.871
H 5.652 -4.032 5.024
C -6.813 -5.073 -7.014
C -5.918 -3.848 -6.942
O -4.583 -4.129 -6.558
C -3.859 -5.006 -7.404
C -3.714 -4.511 -8.833
H -6.829 -5.591 -6.055
H -7.831 -4.779 -7.269
H -6.475 -5.784 -7.770
H -6.301 -3.166 -6.182
H -5.936 -3.301 -7.891
H -4.303 -6.007 -7.386
H -2.871 -5.095 -6.951
H -4.678 -4.414 -9.334
H -3.108 -5.209 -9.411
H -3.231 -3.533 -8.851
C -1.749 8.299 -0.796
C -1.365 7.099 0.049
O -0.055 6.608 -0.206
C 1.009 7.519 0.018
C 1.103 8.025 1.447
H -1.667 8.061 -1.857
H -2.776 8.592 -0.582
H -1.111 9.162 -0.599
H -2.034 6.269 -0.177
H -1.489 7.320 1.115
H 0.949 8.354 -0.685
H 1.918 6.969 -0.234
H 0.219 8.591 1.741
H 1.967 8.681 1.557
H 1.207 7.191 2.146
*
```



# 2
This record from the OMol25 dataset describes a 3-piece molecular cluster, C29H68BrN3O13P3S overall at a distorted geometry. The level of theory is ωB97M-V/def2-TZVPD.

## Properties
LUMO: -2.4 eV
maximum force: 7.31 eV Å⁻¹
highest occupied orbital energy: -11.806 eV
molar mass: 871.8 g mol⁻¹

```
! wB97M-V def2-TZVPD RIJCOSX def2/J DEFGRID3
* xyz 1 1
C 3.962 0.583 3.168
C 2.876 -0.533 3.540
C 1.310 -0.353 3.325
C 0.762 0.008 4.879
C 0.634 0.579 2.197
C 0.941 2.093 2.848
C -0.954 0.266 1.890
C -1.831 -0.630 2.923
C -2.777 -1.783 2.146
O -3.450 -1.310 0.948
C -1.929 -3.201 1.956
N -0.986 -3.196 0.774
C -1.763 1.558 1.291
P -2.732 2.648 2.477
O -2.482 2.509 4.014
C -0.754 2.324 0.241
C 0.536 1.408 -0.274
C 1.639 2.524 -0.791
C 1.087 3.894 -1.458
C 1.191 5.231 -0.457
N -0.215 5.823 -0.237
C -0.223 0.585 -1.473
C -0.560 1.373 -2.866
C -1.582 0.326 -3.690
Br 1.020 1.556 -4.125
N 1.248 0.576 0.785
C 1.751 -0.773 0.300
C 2.842 -0.664 -0.966
C 4.277 -0.023 -0.613
C 5.572 -0.976 -1.075
S 5.457 -1.400 -2.919
O 6.925 -1.498 -3.433
O 4.816 -2.815 -2.991
O 4.498 -0.269 -3.772
H 3.636 1.506 2.540
H 4.442 1.021 4.170
H 4.878 0.053 2.616
H 3.220 -1.547 3.005
H 3.085 -0.802 4.690
H 0.858 -1.449 3.151
H -0.252 0.589 4.867
H 1.592 0.727 5.345
H 0.675 -1.012 5.467
H 1.795 2.141 3.628
H 0.005 2.598 3.316
H 1.320 2.832 1.987
H -0.931 -0.506 0.969
H -2.620 -0.034 3.576
H -1.252 -1.319 3.667
H -3.626 -2.043 2.944
H -2.818 -1.241 0.147
H -1.325 -3.421 2.959
H -2.692 -4.093 1.835
H -1.469 -2.953 -0.119
H -0.560 -4.169 0.711
H -2.593 1.089 0.566
H -2.455 4.049 2.130
H -4.180 2.503 2.271
H -1.436 2.709 -0.635
H -0.419 3.328 0.794
H 2.390 2.026 -1.574
H 2.354 2.937 0.072
H 0.013 3.910 -1.887
H 1.816 4.157 -2.366
H 1.860 6.058 -0.998
H 1.596 4.955 0.607
H -0.124 6.681 0.359
H -0.683 6.025 -1.146
H -1.292 0.233 -1.066
H 0.261 -0.400 -1.859
H -1.197 2.347 -2.763
H -2.555 0.178 -3.031
H -1.841 0.836 -4.732
H -1.066 -0.735 -3.864
H 2.182 1.050 0.996
H 2.339 -1.429 1.046
H 0.874 -1.495 -0.077
H 3.022 -1.800 -1.288
H 2.416 -0.127 -1.907
H 4.489 0.283 0.486
H 4.403 0.968 -1.266
H 5.516 -1.927 -0.380
H 6.528 -0.298 -0.853
H 5.079 0.167 -4.488
C -7.178 2.461 1.371
O -7.829 3.405 0.552
P -7.517 4.966 0.793
O -6.072 5.342 0.700
O -8.218 5.288 2.211
C -7.405 5.276 3.366
O -8.480 5.703 -0.266
C -9.814 5.251 -0.385
H -6.178 2.799 1.656
H -7.779 2.288 2.267
H -7.088 1.519 0.822
H -6.475 5.827 3.202
H -7.182 4.247 3.657
H -7.951 5.758 4.181
H -10.227 4.958 0.584
H -9.848 4.401 -1.072
H -10.424 6.059 -0.796
C 3.555 -7.534 -1.810
O 3.730 -6.669 -2.908
P 3.383 -7.224 -4.379
O 1.989 -7.740 -4.545
O 4.551 -8.298 -4.674
C 4.267 -9.662 -4.441
O 3.770 -5.991 -5.339
C 4.986 -5.312 -5.100
H 2.720 -8.222 -1.971
H 4.475 -8.101 -1.649
H 3.351 -6.937 -0.917
H 3.296 -9.942 -4.862
H 4.281 -9.870 -3.369
H 5.038 -10.266 -4.925
H 5.776 -6.001 -4.787
H 4.832 -4.554 -4.328
H 5.299 -4.816 -6.022
*
```



# 3
This record from the OMol25 dataset describes a 4-piece molecular cluster, C29H68N3P overall at a distorted geometry. The level of theory is ωB97M-V/def2-TZVPD.

## Properties
LUMO: 0.6 eV
maximum force: 2.42 eV Å⁻¹
highest occupied orbital energy: -7.895 eV
molar mass: 489.9 g mol⁻¹
SMILES: C#CC[PH](C)(CCC)[C@@H](C)CC.CCN(CC)CC.CCN(CC)CC.CCN(CC)CC

```
! wB97M-V def2-TZVPD RIJCOSX def2/J DEFGRID3
* xyz 0 1
C -0.109 3.309 -4.867
C -0.401 3.117 -3.691
C -0.654 2.613 -2.212
P -1.833 3.790 -1.300
C -3.106 3.272 0.010
C -3.180 3.670 -2.670
C -3.543 2.179 -3.107
C -5.110 2.128 -3.435
C -0.456 4.107 -0.003
C 0.607 5.119 -0.678
C -0.952 4.835 1.335
C -1.040 3.832 2.605
H 0.298 3.181 -5.908
H 0.387 2.576 -1.748
H -1.003 1.527 -2.217
H -1.734 5.201 -1.645
H -2.683 2.559 0.780
H -3.528 4.223 0.475
H -4.014 2.741 -0.433
H -4.123 4.113 -2.195
H -2.943 4.331 -3.557
H -2.898 1.758 -3.930
H -3.365 1.522 -2.187
H -5.723 2.801 -2.752
H -5.551 1.084 -3.302
H -5.269 2.527 -4.485
H 0.074 3.152 0.341
H 1.165 4.641 -1.536
H 1.389 5.399 0.105
H 0.113 6.099 -0.976
H -0.120 5.569 1.614
H -1.884 5.460 1.213
H -2.062 3.877 3.107
H -0.209 4.051 3.350
H -0.922 2.784 2.196
C 1.143 -0.309 2.554
C 1.646 0.624 3.646
N 0.810 0.643 4.840
C 1.160 1.714 5.768
C 2.538 1.660 6.430
C 0.544 -0.651 5.456
C 1.745 -1.476 5.925
H 0.122 -0.054 2.255
H 1.780 -0.221 1.670
H 1.165 -1.356 2.863
H 1.668 1.633 3.221
H 2.686 0.361 3.881
H 0.395 1.775 6.550
H 1.082 2.665 5.228
H 2.572 0.920 7.230
H 2.761 2.629 6.888
H 3.337 1.448 5.719
H -0.028 -1.258 4.747
H -0.140 -0.515 6.300
H 2.568 -1.466 5.207
H 1.445 -2.518 6.061
H 2.121 -1.127 6.887
C 3.970 -2.957 -4.062
C 2.518 -2.516 -4.190
N 2.151 -1.415 -3.309
C 0.714 -1.172 -3.264
C 0.033 -0.700 -4.548
C 2.980 -0.218 -3.398
C 3.073 0.483 -4.755
H 4.206 -3.247 -3.034
H 4.151 -3.824 -4.702
H 4.668 -2.177 -4.372
H 1.897 -3.383 -3.941
H 2.316 -2.279 -5.244
H 0.495 -0.454 -2.466
H 0.225 -2.100 -2.944
H 0.234 0.354 -4.743
H -1.053 -0.800 -4.444
H 0.325 -1.283 -5.423
H 3.994 -0.479 -3.080
H 2.646 0.508 -2.649
H 3.184 -0.220 -5.584
H 3.944 1.143 -4.769
H 2.200 1.108 -4.944
C -0.783 -4.369 3.497
C -0.911 -5.252 2.262
N -1.606 -4.619 1.148
C -1.937 -5.550 0.075
C -0.780 -6.197 -0.689
C -1.076 -3.333 0.713
C 0.380 -3.284 0.247
H -1.763 -4.035 3.849
H -0.312 -4.933 4.307
H -0.161 -3.490 3.313
H -1.474 -6.142 2.563
H 0.090 -5.599 1.974
H -2.597 -5.051 -0.643
H -2.549 -6.353 0.503
H -0.325 -5.502 -1.396
H -1.156 -7.041 -1.275
H -0.005 -6.585 -0.027
H -1.193 -2.618 1.534
H -1.714 -2.930 -0.081
H 1.046 -3.865 0.888
H 0.736 -2.251 0.260
H 0.484 -3.641 -0.778
*
```



# 4
This record from the OMol25 dataset describes C29H69BaN2O10 as an isolated structure at a distorted geometry. The level of theory is ωB97M-V/def2-TZVPD.

## Properties
LUMO: -3.2 eV
maximum force: 3.65 eV Å⁻¹
highest occupied orbital energy: -9.677 eV
molar mass: 743.2 g mol⁻¹

```
! wB97M-V def2-TZVPD RIJCOSX def2/J DEFGRID3
* xyz 1 1
Ba 3.420 -0.546 1.961
O -0.756 -0.179 -0.102
C 0.484 -0.360 0.368
O 1.471 -0.310 -0.428
O 0.740 -0.427 1.596
H -1.278 -0.180 0.734
C 2.444 -5.120 0.324
C 2.046 -3.812 0.984
O 3.033 -3.423 1.972
H 1.784 -5.363 -0.507
H 2.438 -5.977 1.000
H 3.464 -5.006 -0.049
H 1.066 -3.866 1.458
H 2.085 -2.999 0.257
H 3.217 -4.138 2.591
C 1.506 2.778 2.802
C 2.857 2.749 2.080
O 3.713 1.961 2.912
H 0.854 3.562 2.396
H 1.593 3.124 3.836
H 0.937 1.853 2.727
H 3.212 3.774 1.978
H 2.627 2.336 1.097
H 4.121 2.536 3.564
C 4.165 3.108 -1.194
C 4.416 1.604 -1.191
O 4.796 1.130 0.116
H 3.214 3.359 -0.731
H 4.243 3.553 -2.185
H 4.965 3.624 -0.649
H 5.230 1.420 -1.899
H 3.591 1.017 -1.589
H 5.676 1.488 0.279
C 1.622 -3.002 -2.990
C 2.838 -2.127 -2.775
O 2.561 -0.744 -3.018
H 0.737 -2.510 -2.581
H 1.755 -3.959 -2.473
H 1.466 -3.296 -4.027
H 3.614 -2.544 -3.418
H 3.151 -2.136 -1.730
H 2.006 -0.479 -2.263
C 0.539 -1.683 4.568
C 1.693 -1.129 5.403
O 2.429 -0.224 4.588
H -0.160 -2.255 5.175
H 0.939 -2.322 3.779
H 0.004 -0.856 4.104
H 2.264 -1.991 5.766
H 1.349 -0.609 6.299
H 3.109 0.266 5.062
C -5.319 -1.911 1.380
C -3.820 -1.804 1.725
C -3.508 -2.611 2.983
C -3.393 -4.126 2.776
C -2.389 -4.401 1.647
C -2.676 -3.614 0.346
N -2.933 -2.213 0.632
O -3.115 -1.474 -0.538
C -1.362 -3.715 -0.450
C -3.798 -4.336 -0.412
C -3.503 -0.341 2.033
H -5.560 -2.493 0.493
H -5.749 -0.926 1.186
H -5.875 -2.318 2.226
H -2.526 -2.249 3.314
H -4.215 -2.480 3.803
H -4.378 -4.502 2.491
H -3.029 -4.604 3.683
H -2.342 -5.463 1.403
H -1.385 -4.142 2.003
H -0.992 -4.740 -0.486
H -1.481 -3.356 -1.476
H -0.590 -3.074 -0.017
H -4.150 -3.733 -1.251
H -3.478 -5.279 -0.856
H -4.606 -4.499 0.300
H -2.415 -0.225 2.166
H -3.926 -0.013 2.982
H -3.703 0.356 1.218
H -2.300 -0.950 -0.574
C 1.544 2.682 -3.675
C 0.497 3.697 -3.226
C -0.282 4.017 -4.505
C -1.611 4.779 -4.283
C -2.431 4.068 -3.205
C -1.723 3.601 -1.901
N -0.396 3.110 -2.248
O 0.280 2.562 -1.115
C -1.689 4.789 -0.926
C -2.554 2.464 -1.302
C 1.177 5.009 -2.737
H 2.164 2.354 -2.835
H 2.215 3.172 -4.379
H 1.101 1.759 -4.045
H 0.307 4.613 -5.206
H -0.548 3.121 -5.073
H -2.203 4.793 -5.194
H -1.352 5.773 -3.913
H -2.932 3.182 -3.602
H -3.211 4.799 -2.969
H -0.965 4.673 -0.115
H -1.519 5.749 -1.414
H -2.648 4.894 -0.410
H -2.107 2.160 -0.352
H -3.590 2.702 -1.062
H -2.544 1.614 -1.988
H 1.827 4.746 -1.896
H 0.468 5.724 -2.332
H 1.834 5.336 -3.541
H 0.117 1.621 -1.257
*
```



> The lowest maximum force belongs to which entry?

C29H68BrN2O8S



> The lowest molar mass belongs to which entry?

C29H68N3P



> The highest LUMO belongs to which entry?

C29H68N3P



> What is the maximum force in the fourth record?

3.65 eV Å⁻¹